(1)
Entry from OMol25: an isolated molecule of C5H7N in a non-equilibrium geometry (ωB97M-V/def2-TZVPD).

The geometry in XYZ format:
```
13
Properties=species:S:1:pos:R:3:forces:R:3:nbo_charge:R:1
C 2.169 0.127 -0.530 1.22 -2.14 0.22 -0.379
C 1.476 -0.921 -0.027 -2.27 2.57 0.03 -0.164
C 0.113 -0.509 0.716 -1.57 -0.15 0.85 -0.496
C -1.143 0.079 0.029 3.14 1.62 -0.34 0.168
C -1.662 1.082 -0.599 0.50 0.13 0.80 -0.121
N -2.457 -0.219 -0.372 -3.52 -0.48 -0.38 -0.634
H 1.803 1.097 -0.335 -0.61 0.99 0.14 0.189
H 3.185 0.170 -1.016 -1.28 -0.75 0.44 0.211
H 1.573 -1.984 -0.034 0.89 -0.34 -0.43 0.216
H -0.424 -1.298 1.351 1.61 0.53 -0.67 0.228
H 0.376 0.322 1.396 0.04 -0.53 -0.04 0.234
H -1.759 2.129 -0.927 -0.03 -1.19 0.02 0.237
H -3.249 -0.074 0.348 1.87 -0.27 -0.61 0.310
```
Positions in Å, forces in eV/Å.

Values from the calculation:
Relative energy (zero: lowest compared OMol25 entry of this formula, charge and spin)   123.30 kcal/mol
HOMO energy   -7.6 eV
Electronic energy   -6783.1659 eV
Kohn-Sham gap   8.69 eV
SMILES   C=CCC1=CN1

(2)
Entry from OMol25: a cluster of 2 separate species, C9H12BrN2 in total in a non-equilibrium geometry (ωB97M-V/def2-TZVPD).

The geometry in XYZ format:
```
24
Properties=species:S:1:pos:R:3:forces:R:3:nbo_charge:R:1
C 0.041 -1.536 0.599 0.07 0.13 -0.04 -0.280
C -0.743 0.653 0.007 0.05 -0.08 0.00 -0.287
C -1.158 -1.771 1.189 0.30 -0.23 0.01 0.068
C -1.917 0.361 0.613 0.12 0.24 -0.14 0.106
C 0.326 -0.291 -0.032 -0.25 -0.14 0.16 0.282
C -4.592 0.580 2.248 2.63 -3.98 -1.25 -0.173
C -3.395 -1.089 1.737 -4.04 3.77 1.67 0.018
C 2.629 -0.912 -0.488 0.30 -0.47 0.01 -0.420
C 1.694 1.173 -1.390 -0.01 0.54 -0.19 -0.420
N -2.164 -0.843 1.219 1.21 0.07 -0.49 -0.435
N 1.493 -0.026 -0.609 -0.31 -0.04 0.13 -0.323
Br -3.760 -2.572 2.760 0.14 -0.04 -0.04 0.198
H 0.767 -2.331 0.603 0.02 -0.08 0.03 0.251
H -0.624 1.635 -0.415 -0.06 0.11 -0.03 0.252
H -1.364 -2.721 1.656 -0.09 0.05 0.01 0.249
H -2.718 1.079 0.661 0.01 -0.04 0.02 0.241
H -5.482 0.143 2.665 -0.11 -0.09 0.26 0.174
H -4.661 1.282 1.437 0.07 0.30 -0.17 0.152
H 3.540 -0.346 -0.670 -0.06 -0.01 0.04 0.234
H 2.691 -1.335 0.513 0.02 0.01 -0.01 0.220
H 2.578 -1.721 -1.221 0.02 -0.01 0.04 0.220
H 1.915 2.028 -0.748 0.00 0.03 -0.03 0.220
H 2.534 1.024 -2.065 -0.06 -0.03 0.04 0.234
H 0.816 1.396 -1.995 0.03 -0.01 -0.02 0.219
```
Positions in Å, forces in eV/Å.

Values from the calculation:
Net charge   +1
Relative energy (zero: lowest compared OMol25 entry of this formula, charge and spin)   101.47 kcal/mol
HOMO energy (alpha / beta)   -11.1 / -12.9 eV
Electronic energy   -82538.5087 eV
Kohn-Sham gap (alpha / beta)   6.69 / 8.34 eV

(3)
Entry from OMol25: an isolated molecule of C2H5ClN2 in a non-equilibrium geometry (ωB97M-V/def2-TZVPD).

The geometry in XYZ format:
```
10
Properties=species:S:1:pos:R:3:forces:R:3:nbo_charge:R:1
N -1.594 0.633 -0.165 1.45 -0.64 -1.91 -0.701
N -0.927 -0.344 -1.041 0.69 1.54 2.09 -0.216
C 0.271 -0.545 -0.612 -0.30 -3.20 -4.75 0.037
C 0.981 -0.029 0.514 0.97 1.55 1.31 -0.468
Cl 2.650 0.413 0.113 0.71 0.15 -0.48 -0.048
H -2.512 0.836 -0.499 -0.47 -0.36 0.05 0.373
H -1.517 0.321 0.770 -0.58 -0.13 0.91 0.347
H 0.913 -1.356 -1.308 -1.77 2.25 1.96 0.197
H 0.612 0.870 1.006 -0.51 -0.28 -0.23 0.244
H 1.126 -0.799 1.222 -0.18 -0.88 1.07 0.236
```
Positions in Å, forces in eV/Å.

Values from the calculation:
Relative energy (zero: lowest compared OMol25 entry of this formula, charge and spin)   41.16 kcal/mol
HOMO energy   -9.4 eV
Electronic energy   -17655.7896 eV
Kohn-Sham gap   10.25 eV
SMILES   N/N=C\CCl

Copy entry 1 word for word.
Entry from OMol25: an isolated molecule of C5H7N in a non-equilibrium geometry (ωB97M-V/def2-TZVPD).

The geometry in XYZ format:
```
13
Properties=species:S:1:pos:R:3:forces:R:3:nbo_charge:R:1
C 2.169 0.127 -0.530 1.22 -2.14 0.22 -0.379
C 1.476 -0.921 -0.027 -2.27 2.57 0.03 -0.164
C 0.113 -0.509 0.716 -1.57 -0.15 0.85 -0.496
C -1.143 0.079 0.029 3.14 1.62 -0.34 0.168
C -1.662 1.082 -0.599 0.50 0.13 0.80 -0.121
N -2.457 -0.219 -0.372 -3.52 -0.48 -0.38 -0.634
H 1.803 1.097 -0.335 -0.61 0.99 0.14 0.189
H 3.185 0.170 -1.016 -1.28 -0.75 0.44 0.211
H 1.573 -1.984 -0.034 0.89 -0.34 -0.43 0.216
H -0.424 -1.298 1.351 1.61 0.53 -0.67 0.228
H 0.376 0.322 1.396 0.04 -0.53 -0.04 0.234
H -1.759 2.129 -0.927 -0.03 -1.19 0.02 0.237
H -3.249 -0.074 0.348 1.87 -0.27 -0.61 0.310
```
Positions in Å, forces in eV/Å.

Values from the calculation:
Relative energy (zero: lowest compared OMol25 entry of this formula, charge and spin)   123.30 kcal/mol
HOMO energy   -7.6 eV
Electronic energy   -6783.1659 eV
Kohn-Sham gap   8.69 eV
SMILES   C=CCC1=CN1